Entry 1:
Molecular formula: C15H34NO9P2
Method: DFT, ωB97M-V with the def2-TZVPD basis set

Calculated values
Strongest force on any atom in eV Å⁻¹: 9.19
Charge: -1
LUMO in eV: -1.06
DFT total energy in a.u.: -2006.122476
Frontier orbital gap in eV: 1.913

Element x y z (Å)
C 2.862 -1.588 1.890
C 1.891 -0.895 2.438
N 0.634 -0.385 2.963
O 0.258 0.772 2.340
C -0.366 0.534 1.054
C -1.988 0.399 1.140
C -2.689 1.813 1.441
C -2.457 -0.675 2.238
C -3.978 -1.175 2.103
C -4.414 -1.688 3.600
C -4.028 -2.522 1.176
H 3.763 -2.078 1.391
H 0.079 -0.330 0.451
H -0.189 1.492 0.424
H -2.379 0.058 0.100
H -3.764 1.586 1.818
H -2.808 2.500 0.535
H -2.169 2.330 2.338
H -2.251 -0.196 3.274
H -1.743 -1.582 2.153
H -4.716 -0.377 1.730
H -3.565 -1.491 4.365
H -4.559 -2.838 3.617
H -5.348 -1.154 3.995
H -3.048 -3.109 1.215
H -4.203 -2.234 0.077
H -4.900 -3.195 1.532
C 1.530 -2.911 -1.466
O 0.911 -4.184 -1.602
P 1.921 -5.574 -1.756
O 2.871 -5.082 -0.661
O 2.410 -5.052 -3.246
C 1.417 -4.884 -4.248
O 2.826 -7.031 -1.952
C 4.225 -6.936 -2.157
H 0.808 -2.149 -1.773
H 1.791 -2.737 -0.420
H 2.418 -2.823 -2.094
H 1.268 -3.815 -4.419
H 0.465 -5.336 -3.956
H 1.763 -5.347 -5.175
H 4.731 -6.687 -1.223
H 4.473 -6.203 -2.928
H 4.581 -7.914 -2.490
C 2.018 7.153 -2.377
O 1.578 7.593 -1.101
P 1.416 6.422 0.156
O 2.733 5.742 -0.221
O 0.142 5.743 -0.647
C -0.995 6.557 -0.900
O 1.179 5.348 1.481
C 1.259 3.948 1.243
H 1.696 7.890 -3.117
H 3.109 7.101 -2.394
H 1.593 6.183 -2.641
H -1.029 6.792 -1.966
H -0.962 7.490 -0.329
H -1.897 6.004 -0.629
H 2.299 3.642 1.115
H 0.668 3.650 0.376
H 0.858 3.436 2.120

Listed below, in e, are the natural (NBO) charges computed for each atom:
1 C -0.482
2 C 0.118
3 N -0.348
4 O -0.425
5 C -0.077
6 C -0.231
7 C -0.634
8 C -0.424
9 C -0.224
10 C -0.626
11 C -0.624
12 H 0.254
13 H 0.197
14 H 0.168
15 H 0.187
16 H 0.195
17 H 0.203
18 H 0.221
19 H 0.222
20 H 0.238
21 H 0.202
22 H 0.217
23 H 0.201
24 H 0.203
25 H 0.221
26 H 0.203
27 H 0.199
28 C -0.241
29 O -0.812
30 P 2.239
31 O -0.957
32 O -0.810
33 C -0.245
34 O -0.806
35 C -0.234
36 H 0.173
37 H 0.221
38 H 0.172
39 H 0.182
40 H 0.173
41 H 0.176
42 H 0.190
43 H 0.180
44 H 0.169
45 C -0.229
46 O -0.813
47 P 2.283
48 O -0.951
49 O -0.800
50 C -0.246
51 O -0.787
52 C -0.243
53 H 0.172
54 H 0.191
55 H 0.184
56 H 0.178
57 H 0.170
58 H 0.188
59 H 0.195
60 H 0.179
61 H 0.209

---

Entry 2:
Molecular formula: C15H35B2CaF8N5O5
Method: DFT, ωB97M-V with the def2-TZVPD basis set

Calculated values
Strongest force on any atom in eV Å⁻¹: 2.65
Charge: 0
LUMO in eV: 0.45
DFT total energy in a.u.: -2769.457820
Frontier orbital gap in eV: 9.809

Element x y z (Å)
Ca -0.573 0.313 -0.201
B -2.023 -2.419 -0.490
F -1.709 -1.577 -1.556
F -1.246 -3.559 -0.481
F -1.683 -1.676 0.653
F -3.328 -2.846 -0.564
B 1.136 2.825 -0.317
F 1.504 1.442 -0.322
F 1.635 3.344 0.844
F 1.568 3.325 -1.492
F -0.278 2.808 -0.303
C -0.988 1.924 2.692
O -1.536 1.301 1.771
N -1.217 1.724 3.984
C -0.531 2.442 5.019
C -2.242 0.802 4.438
H -0.290 2.741 2.556
H 0.315 1.838 5.437
H -1.154 2.793 5.827
H -0.029 3.325 4.630
H -2.746 0.423 3.547
H -1.740 -0.004 4.971
H -2.904 1.361 5.078
C -3.081 2.155 -1.375
O -2.648 1.066 -0.998
N -3.766 2.322 -2.485
C -3.979 3.655 -2.984
C -3.958 1.137 -3.337
H -3.019 2.975 -0.629
H -3.580 3.751 -4.003
H -3.483 4.376 -2.302
H -5.031 3.921 -2.939
H -5.049 0.852 -3.484
H -3.372 1.402 -4.225
H -3.499 0.254 -2.909
C 1.853 -2.329 -0.618
O 1.092 -1.353 -0.628
N 3.136 -2.200 -0.385
C 4.056 -3.262 -0.732
C 3.691 -0.802 -0.318
H 1.517 -3.364 -0.757
H 3.470 -4.160 -1.054
H 4.642 -3.559 0.165
H 4.695 -2.941 -1.530
H 3.742 -0.338 -1.321
H 3.152 -0.122 0.374
H 4.700 -0.959 0.053
C 1.120 -0.477 3.038
O 0.753 0.015 1.963
N 0.866 -1.760 3.435
C 1.079 -2.182 4.824
C 0.232 -2.694 2.525
H 1.609 0.080 3.833
H 1.836 -2.969 4.895
H 0.155 -2.532 5.301
H 1.451 -1.328 5.442
H 0.110 -2.192 1.554
H 0.859 -3.596 2.445
H -0.739 -3.110 2.788
C 0.761 0.853 -3.204
O -0.268 0.670 -2.569
N 1.304 -0.121 -3.921
C 0.558 -1.343 -4.157
C 2.484 0.098 -4.714
H 1.341 1.789 -3.344
H -0.219 -1.423 -3.378
H 1.215 -2.227 -4.189
H 0.010 -1.217 -5.110
H 3.294 -0.520 -4.353
H 2.250 -0.124 -5.776
H 2.716 1.181 -4.629

Listed below, in e, are the Löwdin charges computed for each atom:
1 Ca 1.515
2 B -1.345
3 F 0.088
4 F 0.136
5 F 0.046
6 F 0.151
7 B -1.337
8 F 0.006
9 F 0.165
10 F 0.184
11 F 0.071
12 C -0.297
13 O -0.098
14 N -0.182
15 C -0.057
16 C -0.011
17 H 0.142
18 H 0.096
19 H 0.085
20 H 0.092
21 H 0.099
22 H 0.089
23 H 0.087
24 C -0.311
25 O -0.116
26 N -0.174
27 C -0.051
28 C -0.006
29 H 0.157
30 H 0.093
31 H 0.098
32 H 0.083
33 H 0.115
34 H 0.091
35 H 0.077
36 C -0.307
37 O -0.095
38 N -0.162
39 C -0.056
40 C 0.004
41 H 0.151
42 H 0.101
43 H 0.098
44 H 0.078
45 H 0.099
46 H 0.087
47 H 0.079
48 C -0.255
49 O -0.061
50 N -0.163
51 C -0.056
52 C -0.036
53 H 0.132
54 H 0.084
55 H 0.089
56 H 0.090
57 H 0.058
58 H 0.100
59 H 0.101
60 C -0.302
61 O -0.078
62 N -0.191
63 C -0.023
64 C -0.051
65 H 0.146
66 H 0.081
67 H 0.097
68 H 0.102
69 H 0.080
70 H 0.099
71 H 0.098

---

Entry 3:
Molecular formula: C15H35BClF4N4OPSeSiTi
Method: DFT, ωB97M-V with the def2-TZVPD basis set

Calculated values
Strongest force on any atom in eV Å⁻¹: 1.48
Charge: -2
Expectation value of S²: 2.01
LUMO (spin up / spin down) in eV: 4.78 / 4.76
DFT total energy in a.u.: -5653.535572
Frontier orbital gap (spin up / spin down) in eV: 6.046 / 6.288
2S+1: 3

Element x y z (Å)
Ti 0.034 0.788 -1.403
C -1.206 1.790 -4.503
C -1.001 0.324 -4.260
C -1.248 -0.673 -5.180
C -0.900 -1.896 -4.561
C -0.453 -1.586 -3.296
C 0.033 -2.579 -2.286
N -0.512 -0.222 -3.091
H -2.100 1.931 -5.114
H -0.358 2.224 -5.035
H -1.341 2.338 -3.576
H -1.629 -0.539 -6.183
H -0.968 -2.886 -4.992
H -0.008 -3.577 -2.727
H -0.583 -2.581 -1.387
H 1.065 -2.377 -1.982
Cl -2.153 1.723 -1.201
C -2.724 -3.241 2.834
N -1.678 -3.204 1.856
C -1.810 -4.244 0.874
P -0.869 -1.475 0.988
O -0.380 -0.486 -0.164
N -1.579 -0.487 2.213
C -0.883 0.778 2.432
C -3.015 -0.276 2.011
N 0.650 -1.767 1.733
C 1.664 -2.347 0.872
C 0.716 -2.286 3.079
H -3.744 -3.254 2.405
H -2.635 -2.380 3.498
H -2.632 -4.155 3.450
H -2.827 -4.331 0.448
H -1.560 -5.228 1.309
H -1.118 -4.055 0.049
H 0.192 0.601 2.456
H -1.205 1.204 3.390
H -1.096 1.511 1.650
H -3.468 -1.196 1.640
H -3.218 0.515 1.285
H -3.477 -0.015 2.970
H 1.625 -1.868 -0.103
H 1.545 -3.437 0.750
H 2.652 -2.146 1.295
H -0.053 -1.815 3.688
H 1.703 -2.046 3.494
H 0.575 -3.375 3.124
C 2.403 2.711 2.960
Si 2.357 2.956 1.064
C 0.929 4.169 0.741
C 3.964 3.906 0.687
Se 2.308 0.958 0.052
H 2.760 3.615 3.463
H 3.077 1.888 3.208
H 1.415 2.468 3.356
H 0.849 4.891 1.560
H -0.028 3.655 0.642
H 1.100 4.716 -0.187
H 3.989 4.871 1.204
H 4.050 4.080 -0.385
H 4.830 3.320 1.007
F 1.326 3.604 -3.965
B 1.629 2.838 -2.847
F 1.746 1.465 -3.160
F 2.764 3.340 -2.239
F 0.512 2.853 -1.913

Listed below, in e, are the natural (NBO) charges computed for each atom:
1 Ti 1.552
2 C -0.647
3 C 0.148
4 C -0.362
5 C -0.339
6 C 0.097
7 C -0.604
8 N -0.679
9 H 0.194
10 H 0.221
11 H 0.244
12 H 0.183
13 H 0.181
14 H 0.196
15 H 0.209
16 H 0.200
17 Cl -0.632
18 C -0.424
19 N -0.665
20 C -0.418
21 P 1.886
22 O -1.182
23 N -0.789
24 C -0.431
25 C -0.421
26 N -0.777
27 C -0.405
28 C -0.397
29 H 0.141
30 H 0.206
31 H 0.160
32 H 0.146
33 H 0.154
34 H 0.204
35 H 0.240
36 H 0.173
37 H 0.206
38 H 0.205
39 H 0.212
40 H 0.170
41 H 0.234
42 H 0.150
43 H 0.194
44 H 0.213
45 H 0.177
46 H 0.169
47 C -1.120
48 Si 1.466
49 C -1.120
50 C -1.125
51 Se -0.779
52 H 0.204
53 H 0.226
54 H 0.222
55 H 0.207
56 H 0.243
57 H 0.242
58 H 0.201
59 H 0.254
60 H 0.216
61 F -0.554
62 B 1.362
63 F -0.531
64 F -0.548
65 F -0.555